Molecular formula: C49H65F6N4O19PS2
Method: DFT, ωB97M-V/def2-TZVPD

Its LUMO energy is -0.9 eV. As for the HOMO energy: -8.650 eV. As for the molecular weight: 1223.16 g/mol. Its largest force on an atom is 2.3 eV/A. The total energy is -5291.71804 a.u.

The geometry in ORCA input format:
```
! wB97M-V def2-TZVPD RIJCOSX def2/J DEFGRID3
* xyz 0 1
C 7.88899 -0.45989 0.47449
C 6.36215 -0.46285 0.44410
C 5.75426 0.93429 0.61537
C 4.55544 1.18584 -0.30036
C 3.72158 2.36972 0.16770
C 2.57062 2.70415 -0.78352
C 1.51216 3.55674 -0.08937
C 0.65361 4.37194 -1.05125
C -0.37848 3.49542 -1.78823
C -1.75522 4.14891 -1.90449
C -2.44129 4.36089 -0.54141
C -3.76219 3.56143 -0.40543
C -4.82962 4.26789 0.43081
C -6.25711 4.19126 -0.14892
C -6.61796 2.90941 -0.87394
C -7.09339 3.01242 -2.22935
C -7.27247 4.31908 -2.96730
C -7.37732 1.86022 -2.93861
C -7.22883 0.57535 -2.38257
N -7.49825 -0.51988 -3.16188
C -7.31368 -1.65834 -2.56231
C -6.89857 -1.78889 -1.21089
P -6.64790 -3.44885 -0.45517
C -8.35707 -4.06896 -0.16129
O -5.98730 -4.39240 -1.63720
N -6.64457 -0.75528 -0.46158
C -6.79259 0.47317 -1.04785
C -6.49710 1.64918 -0.28198
C -6.05735 1.43628 1.14299
C -7.03374 1.96887 2.19263
C -6.58751 1.60988 3.60632
S -5.02939 2.47667 3.97940
C -4.47125 1.64648 5.43468
S -5.46979 1.30421 6.64934
N -3.09387 1.31404 5.45945
C -2.55526 0.09875 5.13984
C -1.20952 0.26819 5.33152
N -0.92984 1.53102 5.73451
C -2.07848 2.15777 5.80645
H 8.26691 0.17843 1.27042
H 8.27877 -0.12542 -0.48416
H 8.28435 -1.45650 0.65513
H 6.06683 -1.09655 1.27772
H 6.00755 -0.97215 -0.45132
H 5.45415 1.06273 1.65560
H 6.54188 1.66508 0.42484
H 4.95281 1.35022 -1.30218
H 3.95389 0.27752 -0.29122
H 4.38055 3.22929 0.28722
H 3.31310 2.10952 1.14494
H 2.99172 3.22168 -1.64477
H 2.13519 1.75644 -1.09908
H 0.87810 2.91002 0.51727
H 2.01645 4.24799 0.58919
H 0.11679 5.15943 -0.52733
H 1.28765 4.81646 -1.81317
H -0.04956 3.30835 -2.81123
H -0.49632 2.50955 -1.33561
H -1.65684 5.10407 -2.41274
H -2.35558 3.51761 -2.56121
H -1.75315 4.01874 0.23086
H -2.63712 5.41539 -0.36156
H -3.48813 2.61740 0.06184
H -4.10468 3.33303 -1.41194
H -4.55323 5.31798 0.50106
H -4.83795 3.91324 1.45790
H -6.34115 5.02027 -0.83423
H -7.00385 4.38541 0.61818
H -7.42369 5.17726 -2.33090
H -6.45357 4.47419 -3.66553
H -8.16950 4.22966 -3.57707
H -7.71262 1.92930 -3.96409
H -7.48625 -2.56092 -3.13736
H -8.52653 -4.19087 0.90024
H -8.56171 -4.99447 -0.69360
H -9.08226 -3.33654 -0.51761
H -6.66532 -4.76811 -2.21302
H -5.06476 1.83812 1.30797
H -5.96754 0.37393 1.33563
H -7.15506 3.04795 2.16348
H -7.99893 1.48539 2.05402
H -7.30826 1.95971 4.33912
H -6.47725 0.53794 3.75058
H -3.11432 -0.75819 4.82538
H -0.46090 -0.48857 5.18546
H -2.24857 3.17592 6.09811
C 9.99850 -2.94890 3.27475
C 9.68133 -1.86557 4.27803
O 8.41517 -1.40270 3.84034
C 7.79947 -2.44356 3.21279
O 6.64937 -2.48026 2.93606
O 8.68980 -3.42905 2.94197
F 10.57312 -0.84380 4.22279
H 10.47560 -2.54177 2.38172
H 10.61442 -3.74616 3.68416
H 9.60265 -2.21517 5.30490
C -3.29207 -6.08302 -0.49626
C -2.21566 -6.52146 -1.44817
O -1.62464 -7.61764 -0.76682
C -2.59191 -8.16145 0.03015
O -2.52212 -9.22615 0.54207
O -3.64912 -7.31803 0.13857
F -1.27740 -5.55743 -1.63510
H -2.91736 -5.38561 0.25484
H -4.13706 -5.63238 -1.01105
H -2.58591 -6.85209 -2.41884
C -1.06357 5.75321 -7.32842
C -2.29525 5.59139 -6.46715
O -1.74604 5.21566 -5.21964
C -0.49099 5.75248 -5.14481
O 0.14538 5.84587 -4.15400
O -0.08624 6.16913 -6.37070
F -3.10688 4.60156 -6.91553
H -0.76059 4.80395 -7.77218
H -1.17950 6.49781 -8.11127
H -2.88360 6.50214 -6.34219
C 12.61498 -2.47575 8.42255
C 11.14584 -2.51926 8.07039
O 11.15300 -3.21351 6.83386
C 12.24842 -4.03432 6.83250
O 12.41458 -4.92298 6.07169
O 13.09955 -3.68270 7.82281
F 10.62908 -1.28200 7.88146
H 13.10858 -1.61717 7.96584
H 12.80127 -2.47352 9.49283
H 10.52256 -3.06080 8.78365
C 7.84423 -5.08798 -1.51536
C 7.27308 -4.00815 -2.40356
O 7.86168 -2.82867 -1.88020
C 9.05839 -3.19849 -1.33026
O 9.92631 -2.45323 -1.03048
O 9.12341 -4.54335 -1.18067
F 5.92631 -3.91895 -2.29231
H 7.24917 -5.21656 -0.61022
H 7.95221 -6.04564 -2.01748
H 7.53691 -4.10406 -3.45841
C -4.84263 -2.28210 -5.07224
C -3.74504 -2.71386 -6.01607
O -3.18343 -3.82366 -5.33818
C -4.16111 -4.37382 -4.56954
O -4.09918 -5.44732 -4.07226
O -5.21592 -3.52576 -4.46282
F -2.79924 -1.75830 -6.17151
H -4.47247 -1.59813 -4.30733
H -5.69223 -1.82957 -5.57682
H -4.09271 -3.03238 -7.00035
*
```

***

Molecular formula: C49H66N2O6TeW
Method: DFT, ωB97M-V/def2-TZVPD

Its LUMO energy (alpha / beta) is 0.3 / 0.5 eV. As for the HOMO energy (alpha / beta): -6.320 / -7.075 eV. As for the molecular weight: 1090.51 g/mol. Its largest force on an atom is 3.1 eV/A. The total energy is -2802.73839 a.u.

The geometry in ORCA input format:
```
! wB97M-V def2-TZVPD RIJCOSX def2/J DEFGRID3
* xyz 0 3
W 12.47498 10.24234 14.62037
C 10.64724 10.18840 17.33771
O 11.08294 10.96273 16.20738
C 10.71347 12.33168 16.16251
C 9.62166 12.80121 15.38880
C 8.79378 11.77257 14.65110
C 8.97608 11.62372 13.12785
C 7.85874 11.55334 12.30553
C 7.96206 11.21278 10.95270
C 9.24386 10.94512 10.47939
C 10.39171 10.96671 11.35860
C 11.73373 10.37818 10.90582
C 12.93561 11.39619 11.11031
C 12.99610 12.57127 10.37121
C 14.01973 13.49547 10.54413
C 14.93195 13.33901 11.58199
C 14.86705 12.25127 12.42013
C 15.82173 12.16556 13.56260
C 15.42038 13.12445 14.59345
C 15.92482 14.44629 14.68978
C 15.29928 15.34552 15.62735
C 14.37608 14.84206 16.55698
C 13.89402 13.53712 16.49961
C 12.85498 12.95854 17.42369
C 11.48061 13.27461 16.82162
C 11.16611 14.67034 16.81410
C 10.04684 15.11901 16.11504
C 9.35776 14.17093 15.33519
C 9.70537 16.56502 15.87778
C 10.66099 17.47559 16.68952
C 9.88728 16.90561 14.41972
C 8.30359 16.90014 16.35874
C 14.38574 12.75674 15.42079
O 13.75767 11.60878 15.16771
C 15.79716 16.78026 15.48311
C 14.68698 17.69509 16.11836
C 15.93248 17.19707 14.00928
C 17.06445 17.00474 16.33960
C 13.95571 11.22158 12.06072
O 13.84505 10.11364 12.94625
C 14.67822 9.01268 12.54330
C 14.09262 14.72762 9.65665
C 15.59434 14.97444 9.37898
C 13.56556 16.00232 10.38470
C 13.31084 14.50671 8.30897
C 10.25243 11.32166 12.69639
O 11.28472 11.46628 13.55214
C 6.70565 10.94343 10.08922
C 7.12384 10.58755 8.67552
C 5.81299 12.20013 10.14690
C 5.98657 9.76938 10.81927
H 11.38572 10.47830 18.12116
H 10.69072 9.11929 17.07827
H 9.64277 10.58011 17.47492
H 7.74938 11.96622 14.82184
H 9.00614 10.77137 15.08370
H 6.88694 11.59039 12.78769
H 9.46482 10.56659 9.48897
H 11.70377 10.11754 9.84625
H 11.94188 9.46637 11.48382
H 12.19140 12.71519 9.69147
H 15.66896 14.12054 11.77223
H 16.77411 12.42709 13.16092
H 15.84893 11.14893 13.95277
H 16.79825 14.72006 14.06439
H 14.06900 15.58168 17.33380
H 13.01423 13.48520 18.37097
H 13.04323 11.91600 17.52609
H 11.85554 15.39044 17.29642
H 8.63057 14.54831 14.62894
H 11.72645 17.23447 16.57994
H 10.48577 17.24329 17.82320
H 10.51115 18.53496 16.43768
H 10.93344 16.91681 14.11026
H 9.58223 17.92647 14.29444
H 9.38692 16.29568 13.60635
H 8.23915 17.02970 17.41527
H 7.64878 16.06999 16.09495
H 8.00074 17.80329 15.83250
H 13.70548 17.51023 15.71938
H 14.95504 18.71924 15.79742
H 14.63279 17.74071 17.21176
H 14.94026 17.23985 13.59959
H 16.47797 16.45117 13.44682
H 16.44706 18.11788 14.06234
H 16.98633 16.73539 17.39446
H 17.39856 18.03444 16.19452
H 17.94603 16.37725 16.09149
H 14.19236 8.15376 13.02744
H 15.71704 9.03229 12.83744
H 14.62263 8.97853 11.46700
H 16.19767 14.84551 10.26395
H 15.82055 15.96726 9.00820
H 15.92229 14.23404 8.66005
H 14.32449 16.26245 11.21004
H 12.61751 15.70621 10.78223
H 13.43422 16.85269 9.67119
H 13.60881 13.56694 7.85815
H 13.67146 15.26707 7.64186
H 12.20779 14.49200 8.37024
H 7.74874 11.37155 8.20854
H 6.21316 10.39687 8.05895
H 7.72880 9.67483 8.56913
H 6.33946 12.98564 9.66767
H 5.50817 12.48294 11.17605
H 4.96280 12.03869 9.48364
H 6.58527 8.85364 10.91521
H 5.09203 9.47478 10.29991
H 5.71691 10.04179 11.80761
O 7.47115 12.54487 18.45941
H 7.53787 13.16470 17.70307
H 6.55012 12.47732 18.63772
O 17.08543 5.26865 4.57595
H 17.69921 4.65074 4.12922
H 16.52887 4.70498 5.08675
Te 13.48513 8.20184 16.17503
N 12.49793 6.46317 13.80203
C 11.65952 6.70384 12.72565
C 10.98097 7.86416 12.87198
N 11.51922 8.54026 14.05526
C 12.02042 7.39792 14.81468
H 12.57265 5.54012 14.18199
H 11.54401 5.96473 11.90116
H 10.19825 8.34336 12.31371
H 11.22149 6.91798 15.40854
*
```

***

Molecular formula: C49H78N17O6
Method: DFT, ωB97M-V/def2-TZVPD

Its LUMO energy is -1.4 eV. As for the HOMO energy: -10.303 eV. As for the molecular weight: 1001.28 g/mol. Its largest force on an atom is 1.1 eV/A. The total energy is -3296.11146 a.u.

The geometry in ORCA input format:
```
! wB97M-V def2-TZVPD RIJCOSX def2/J DEFGRID3
* xyz 1 1
C 7.77580 -3.93486 4.63548
C 7.10663 -3.01288 4.26929
C 6.27426 -1.93470 3.76006
H 5.58007 -1.61181 4.54207
H 6.91661 -1.08800 3.47108
O 5.45903 -2.32801 2.66225
C 6.20097 -2.67303 1.50826
H 6.94258 -3.44289 1.75304
C 5.24530 -3.20867 0.44894
O 4.38486 -2.16110 0.04709
C 3.75079 -2.34958 -1.19658
H 4.48559 -2.53833 -1.98895
H 3.23526 -1.40866 -1.39818
C 2.71137 -3.47606 -1.17858
O 1.85601 -3.32701 -2.28355
C 0.82432 -4.29002 -2.29542
H 0.15587 -4.13904 -1.43515
C 0.00447 -4.18874 -3.58470
N -0.78154 -2.98941 -3.67459
C -1.89277 -2.77170 -2.95618
N -2.24540 -3.67167 -2.03499
C -3.37700 -3.38950 -1.38820
N -4.10324 -2.29076 -1.55093
C -3.62424 -1.42500 -2.45176
N -2.54269 -1.63127 -3.20334
N -4.28516 -0.25887 -2.60450
C -5.26343 0.15960 -1.63509
C -4.57020 0.99281 -0.53941
N -3.54763 1.83222 -1.14010
C -2.42462 2.28135 -0.54887
O -1.58061 2.90673 -1.17203
C -2.26491 2.03395 0.95289
N -0.87387 2.04942 1.31820
C 0.10963 2.90899 0.98413
C 1.23277 2.40982 1.61530
N 0.85721 1.30393 2.29063
N -0.39636 1.09809 2.10456
C 2.65810 2.86346 1.59749
C 2.84669 4.10163 0.71292
H 3.91653 4.24884 0.53663
H 2.37653 3.91380 -0.25572
C 2.27017 5.38701 1.32206
C 3.19081 5.95190 2.40131
H 2.75534 6.85154 2.82801
H 3.34545 5.23731 3.20663
H 4.15919 6.21189 1.97854
C 2.04837 6.42965 0.22897
H 1.63928 7.34071 0.65688
H 1.35171 6.06006 -0.52093
H 2.98780 6.67153 -0.26346
H 1.30302 5.15669 1.77913
H 2.96743 3.09409 2.62540
N 3.48713 1.72334 1.16549
H 3.13446 1.36196 0.27973
H 4.44313 2.03413 1.02178
H 3.36663 0.35843 2.04806
H -0.05604 3.75094 0.35130
H -2.60859 1.03432 1.22772
C -3.05689 3.08648 1.76701
C -2.48479 4.46747 1.61839
C -2.80531 5.26129 0.52531
C -2.24731 6.51641 0.37380
C -1.35951 7.00599 1.32514
C -1.04134 6.22157 2.43040
C -1.59698 4.96582 2.56605
H -1.34321 4.36577 3.42870
H -0.36511 6.61748 3.17085
O -0.78574 8.23044 1.22185
H -1.10341 8.68272 0.43078
H -2.50486 7.12272 -0.48397
H -3.50002 4.89904 -0.21824
H -3.02894 2.78621 2.81638
H -4.09420 3.06787 1.43124
C -3.75458 2.11982 -2.54882
C -3.70606 0.82354 -3.37086
H -2.67900 0.54455 -3.61209
H -4.25854 0.95790 -4.30749
H -4.72362 2.61516 -2.66248
H -2.96852 2.80220 -2.87445
H -4.10618 0.30730 0.16950
H -5.31390 1.60365 -0.01321
H -6.03427 0.73914 -2.14922
H -5.71585 -0.72711 -1.19345
N -3.82666 -4.31532 -0.49160
C -2.86360 -5.17879 0.14852
H -3.27989 -6.18574 0.23810
H -1.98335 -5.21191 -0.49411
C -2.53630 -4.60501 1.55722
N -2.92442 -3.21110 1.59233
C -2.16640 -2.14928 1.25795
O -2.64428 -1.03876 1.09984
C -0.64788 -2.35221 1.20178
N -0.05426 -1.37560 0.31541
C -0.54946 -0.83911 -0.81492
C 0.48113 -0.08122 -1.33969
N 1.51974 -0.18424 -0.48872
N 1.19315 -0.96302 0.48252
C 0.56086 0.65507 -2.64463
N 0.89114 2.06276 -2.52169
H 0.13016 2.57120 -2.08379
H 1.72519 2.17337 -1.95508
H -0.42185 0.58575 -3.12184
C 1.61956 -0.02799 -3.52821
H 2.59823 0.22355 -3.11331
H 1.50715 -1.11298 -3.47587
C 1.55522 0.45214 -4.98173
C 2.89169 0.20420 -5.67750
H 3.14427 -0.85426 -5.64801
H 3.68888 0.76195 -5.19220
H 2.84236 0.51623 -6.71775
C 0.43631 -0.24238 -5.75520
H 0.67081 -1.29851 -5.88778
H -0.51886 -0.14999 -5.24279
H 0.32917 0.20039 -6.74258
H 1.36014 1.52829 -4.96128
H -1.54779 -0.99334 -1.14925
H -0.40984 -3.34282 0.79430
C -0.07540 -2.18485 2.62137
C 1.27843 -2.88230 2.80278
C 2.14661 -2.26662 3.90339
C 2.54216 -0.81416 3.64662
N 3.15393 -0.65990 2.31976
H 3.98644 -1.25950 2.22195
H 2.44162 -0.92101 1.59232
H 1.67772 -0.14991 3.67535
H 3.24922 -0.49421 4.41375
H 3.05220 -2.87053 3.98954
H 1.61892 -2.31764 4.85601
H 1.10980 -3.93189 3.05515
H 1.83417 -2.86600 1.86614
H -0.79121 -2.58474 3.34123
H 0.00403 -1.11263 2.79975
C -4.37151 -3.06559 1.53476
H -4.58883 -2.01389 1.35347
C -4.91385 -3.94760 0.38325
H -5.35428 -4.86995 0.76825
H -5.65756 -3.40632 -0.19815
H -4.79852 -3.36243 2.49615
H -1.48766 -4.74005 1.81275
H -3.13187 -5.11629 2.31875
H -0.49363 -2.23886 -4.28141
H 0.67968 -4.22258 -4.43975
H -0.66753 -5.05219 -3.61089
H 1.25465 -5.30058 -2.22727
H 3.19661 -4.46454 -1.20806
H 2.13500 -3.41121 -0.24083
H 5.83175 -3.57474 -0.40276
H 4.67021 -4.04383 0.87035
H 6.72038 -1.78475 1.12178
H 8.37197 -4.72143 4.99216
*
```

***

> molecular weight of number 2 (C49H66N2O6TeW)?

1090.51 g/mol